Computed, not measured: a structure of composition C31H38I2N7O3RuS3, with ωB97M-V with the def2-TZVPD basis set.

Output
- Strongest force on any atom: 0.0324 hartree/bohr
- ⟨S²⟩: 0.759
- E_LUMO (alpha / beta): -6.267 / -6.266 eV
- Energy above the lowest of the compared OMol25 structures with the same formula, charge and spin: 6.4 kcal per mole
- Kohn-Sham gap (alpha / beta): 6.15 / 6.15 eV
- Spin multiplicity: 2
- Total charge: +2

Atoms and positions in Å:
Ru1 1.18 -0.61 1.29
N1 1.79 -4.40 2.93
C1 1.40 -3.17 2.63
O1 1.91 -2.58 1.65
C2 0.31 -2.50 3.42
C3 0.30 -1.00 3.13
H1 2.51 -4.84 2.39
H2 1.41 -4.88 3.73
H3 0.45 -2.71 4.49
H4 -0.63 -2.98 3.13
H5 0.95 -0.48 3.82
H6 -0.71 -0.58 3.21
S1 -0.52 -1.94 0.41
C4 -1.61 -1.06 -0.51
N2 -2.57 -1.61 -1.23
C5 -3.33 -0.81 -2.19
C6 -3.67 0.51 -1.56
N3 -2.44 1.15 -1.08
C7 -2.36 2.60 -1.29
C8 -2.13 2.90 -2.75
C9 -3.00 3.75 -3.43
C10 -2.80 4.03 -4.77
C11 -1.74 3.46 -5.45
C12 -0.87 2.61 -4.78
C13 -1.06 2.33 -3.44
C14 -1.47 0.43 -0.53
S2 -0.13 1.13 0.22
C15 -2.97 -3.03 -1.10
C16 -4.33 -3.11 -0.45
C17 -5.42 -3.58 -1.17
C18 -6.67 -3.64 -0.57
C19 -6.83 -3.22 0.74
C20 -5.74 -2.74 1.46
C21 -4.49 -2.69 0.86
H7 -4.24 -1.36 -2.44
H8 -2.73 -0.67 -3.09
H9 -4.36 0.39 -0.72
H10 -4.12 1.18 -2.29
H11 -1.57 3.00 -0.66
H12 -3.30 3.03 -0.96
H13 -3.84 4.19 -2.90
H14 -3.49 4.69 -5.29
H15 -1.58 3.68 -6.50
H16 -0.04 2.16 -5.31
H17 -0.38 1.67 -2.92
H18 -2.21 -3.54 -0.52
H19 -2.98 -3.46 -2.10
H20 -5.29 -3.93 -2.19
H21 -7.52 -4.02 -1.13
H22 -7.81 -3.26 1.21
H23 -5.87 -2.42 2.48
H24 -3.64 -2.33 1.43
N4 4.48 1.55 2.67
C22 4.00 0.36 3.06
O2 3.18 -0.26 2.39
C23 4.58 -0.13 4.37
I1 3.90 -2.04 4.96
H25 4.14 1.95 1.81
H26 5.18 2.05 3.20
H27 4.32 0.56 5.16
H28 5.67 -0.18 4.30
N5 1.59 3.99 1.89
C24 1.29 3.00 2.74
O3 1.38 1.82 2.42
C25 0.80 3.46 4.10
I2 1.33 2.15 5.68
H29 1.79 3.77 0.92
H30 1.49 4.96 2.14
H31 -0.28 3.48 4.08
H32 1.18 4.44 4.35
N6 6.15 0.97 -3.79
C26 6.25 0.12 -2.76
S3 7.66 -0.58 -2.32
C27 4.97 -0.12 -1.99
C28 3.79 0.57 -2.23
C29 2.68 0.31 -1.44
N7 2.67 -0.59 -0.45
C30 3.80 -1.28 -0.25
C31 4.95 -1.08 -0.98
H33 6.98 1.13 -4.34
H34 5.28 1.34 -4.13
H35 3.69 1.32 -3.00
H36 1.76 0.85 -1.61
H37 3.77 -2.02 0.53
H38 5.84 -1.65 -0.77

Okay, here come the Mulliken numbers, in e, for every atom: Ru 0.206; N -0.308; C 0.540; O -0.486; C -0.821; C -0.282; H 0.270; H 0.233; H 0.496; H 0.293; H -0.172; H 0.522; S -0.339; C 0.478; N 0.180; C -0.803; C -0.684; N 0.229; C -1.418; C 0.690; C -0.324; C -0.675; C -0.436; C -0.789; C 0.115; C 0.034; S 0.154; C -1.413; C 0.654; C -0.293; C -0.661; C -0.437; C -0.809; C -0.042; H 0.487; H 0.344; H 0.322; H 0.481; H 0.459; H 0.453; H 0.396; H 0.409; H 0.407; H 0.430; H 0.288; H 0.508; H 0.441; H 0.413; H 0.398; H 0.402; H 0.424; H 0.441; N -0.271; C 0.476; O 0.200; C -1.335; I 0.096; H 0.189; H 0.230; H 0.439; H 0.527; N -0.349; C 0.603; O -0.300; C -1.291; I 0.071; H 0.205; H 0.194; H 0.404; H 0.551; N -0.273; C 0.259; S -0.343; C 1.212; C -1.096; C -0.525; N 0.429; C -0.727; C -0.820; H 0.216; H 0.138; H 0.292; H 0.175; H 0.571; H 0.449